Computed, not measured: a structure of composition C38H53BrClN2NiOP2Si, with the ωB97M-V functional and the def2-TZVPD basis.

frontier orbital gap (spin up / spin down)	7.16 / 5.90	eV
energy above the lowest of the compared OMol25 structures with the same formula, charge and spin	0.00	kJ/mol
maximum force	5.2	eV Å⁻¹
spin multiplicity	3
net charge	+1

```
100
Properties=species:S:1:pos:R:3:forces:R:3
Ni -11.70787 -11.86581 -11.76223 -0.9 3.2 -1.6
Cl -9.92574 -6.26116 -7.68230 0.8 0.7 0.9
C -10.07822 -6.92373 -9.22763 -1.8 -0.7 -1.0
C -9.10769 -6.79402 -10.28198 2.1 0.0 -0.7
C -9.30408 -7.24436 -11.56644 0.2 0.1 2.1
C -10.54905 -7.93992 -11.82806 0.2 0.5 -2.2
O -10.86995 -8.13338 -12.99865 -0.2 -0.6 0.0
C -11.37868 -8.31848 -10.71375 -0.6 0.8 1.5
C -12.30536 -9.28900 -10.73222 -1.0 0.2 0.2
N -12.57373 -10.10814 -11.76652 0.2 -2.6 -1.5
C -13.49101 -9.96034 -12.78681 1.3 -1.3 0.7
C -14.30174 -8.91169 -12.93805 -0.9 2.9 0.3
C -15.20443 -8.88850 -14.01833 -0.9 1.0 -0.5
C -15.25569 -9.89155 -14.92343 -0.6 -1.1 -1.6
C -14.53067 -11.10092 -14.76874 1.2 1.3 1.6
C -14.65045 -12.26030 -15.50996 0.3 -1.8 -0.5
C -14.02735 -13.45258 -15.09640 0.4 2.6 0.5
C -13.10659 -13.31825 -14.03831 -0.1 -0.9 0.6
N -12.93100 -12.19859 -13.31412 0.1 -0.9 -1.1
C -13.62070 -11.08676 -13.68291 -0.2 -0.6 0.9
C -11.22681 -7.58620 -9.47248 -0.1 -0.9 0.9
H -8.11687 -6.40823 -9.94760 -0.9 0.1 -0.6
H -8.61210 -7.19976 -12.41700 -0.2 0.3 0.7
H -12.89958 -9.49612 -9.82285 0.4 0.3 -0.1
H -14.21140 -7.98854 -12.28318 -0.2 -1.4 -0.7
H -15.91122 -8.04439 -14.15771 0.8 -0.5 0.2
H -15.85105 -9.91317 -15.83514 -0.4 0.6 0.4
H -15.20151 -12.27030 -16.44301 -0.4 0.1 0.2
H -14.20342 -14.37673 -15.59549 0.2 -0.5 -0.3
H -12.52531 -14.22173 -13.73434 -0.4 0.9 -0.1
H -12.00129 -7.75793 -8.67618 1.0 0.3 -0.8
C -11.79477 -12.80389 -8.35101 1.6 0.2 -1.1
P -11.36827 -13.15765 -10.17630 -0.8 -3.5 3.8
C -12.12414 -14.85486 -10.33702 0.7 -1.3 0.1
C -9.60253 -13.64231 -10.08103 -0.6 -0.3 0.8
C -9.07436 -14.47916 -9.09353 -0.3 1.3 -0.6
C -7.71651 -14.63930 -9.03758 0.1 -0.4 0.5
C -6.84836 -14.03578 -9.92945 1.3 0.7 -1.1
C -7.37177 -13.24520 -10.94492 -0.4 -0.4 -0.5
C -8.76581 -13.11425 -11.01761 0.6 0.7 -0.5
P -9.59601 -12.28425 -12.37203 1.7 2.0 0.2
C -9.27877 -13.37646 -13.71760 0.9 -0.8 -2.1
C -8.48165 -10.74386 -12.60459 -1.7 -0.9 0.2
H -11.35843 -11.84499 -8.13374 0.2 0.6 0.1
H -11.29344 -13.48240 -7.64608 -0.5 -0.2 -0.4
H -12.84753 -12.70129 -8.21961 -0.8 -0.3 0.1
H -12.69902 -15.09324 -11.25681 0.6 0.4 0.5
H -12.71567 -15.20472 -9.48350 -0.3 0.7 -0.1
H -11.23566 -15.53352 -10.23212 -0.8 0.4 -0.7
H -9.73769 -14.82472 -8.33769 -0.1 -0.7 0.6
H -7.34108 -15.22710 -8.23883 0.5 -0.5 0.5
H -5.73826 -14.15253 -9.90454 -1.1 -0.1 0.3
H -6.78762 -12.79054 -11.76116 0.0 -0.3 0.8
H -8.19549 -13.34906 -13.99737 -0.7 -0.1 0.4
H -9.79483 -12.96715 -14.61523 0.1 -0.6 0.5
H -9.52886 -14.45255 -13.51781 -0.1 1.1 -0.2
H -7.54964 -11.02410 -13.06357 0.3 0.0 -0.4
H -8.28725 -10.34674 -11.60289 -0.1 0.0 -0.2
H -9.07194 -10.02543 -13.18944 0.5 -0.1 0.0
C -12.40868 -7.48185 -18.22726 -0.1 -1.8 -0.3
C -12.04564 -6.17654 -17.54455 3.0 -0.2 0.4
C -11.78405 -6.48380 -16.00658 -2.0 0.4 0.3
C -13.07239 -5.08785 -17.65732 -0.7 1.9 1.3
Si -10.25046 -5.55460 -18.21831 -1.9 0.1 0.0
Br -8.76957 -6.96547 -17.27253 0.1 -0.1 -0.1
C -9.82081 -3.75172 -17.50674 1.1 -1.2 -1.9
C -10.05513 -3.49307 -16.05353 0.9 0.6 0.5
C -10.44636 -2.68011 -18.41293 0.0 0.9 -1.2
C -8.25140 -3.66214 -17.66026 -1.2 -0.3 -1.2
C -10.18932 -5.83477 -20.18218 -0.3 0.2 1.0
C -8.88009 -5.12985 -20.70275 -0.1 -2.2 -0.1
C -10.23268 -7.32306 -20.56464 1.6 -0.2 -1.0
C -11.51918 -5.25842 -20.80885 1.7 0.7 0.2
H -13.32337 -7.93904 -17.76466 0.6 0.4 -0.2
H -11.57258 -8.28397 -18.11869 -1.3 1.4 -0.2
H -12.64231 -7.38941 -19.31784 0.2 0.0 1.1
H -12.81038 -6.26575 -15.54854 1.2 -0.8 -0.1
H -11.11190 -5.83420 -15.43602 0.0 0.1 -0.6
H -11.45586 -7.51335 -15.76984 -0.4 0.5 -0.4
H -14.00293 -5.34769 -17.10741 0.3 -0.1 -0.3
H -13.37762 -4.67891 -18.62061 0.2 -0.6 -0.4
H -12.71355 -4.15190 -17.12864 -0.2 -1.0 -0.3
H -11.07546 -3.60120 -15.71650 -0.3 0.3 0.1
H -9.65013 -2.42234 -15.86751 -0.7 -1.7 0.2
H -9.44130 -4.27404 -15.56167 -0.3 0.8 0.4
H -11.53641 -2.70884 -18.56588 0.3 -0.4 0.2
H -9.99752 -2.55423 -19.44663 -0.3 -0.7 1.1
H -10.28928 -1.68512 -17.99035 0.2 0.1 0.4
H -7.65810 -4.19027 -16.93093 -0.1 -0.3 0.3
H -8.02206 -2.62878 -17.63546 0.5 1.2 0.3
H -7.96397 -3.99454 -18.65832 0.2 -0.1 0.2
H -7.93895 -5.60824 -20.29115 -1.1 0.5 -0.1
H -8.86507 -4.07412 -20.51876 0.0 0.5 0.0
H -8.82082 -5.35123 -21.77056 0.0 0.4 -0.2
H -9.47765 -7.96714 -20.07283 -0.1 0.4 -0.4
H -10.13449 -7.37451 -21.67715 0.6 0.0 0.6
H -11.16097 -7.83026 -20.46704 -0.9 0.0 0.7
H -11.55738 -4.21629 -20.49385 -0.4 0.2 -0.3
H -12.39548 -5.78104 -20.41297 0.2 0.1 -0.4
H -11.43292 -5.27234 -21.92398 -0.3 -0.2 0.8
```
Positions in Å, forces in eV/Å.



Computed, not measured: a structure of composition C38H53CsN5O4P3S4, with the ωB97M-V functional and the def2-TZVPD basis.

frontier orbital gap	4.02	eV
energy above the lowest of the compared OMol25 structures with the same formula, charge and spin	123.65	kJ/mol
maximum force	1.6	eV Å⁻¹
net charge	-2

```
108
Properties=species:S:1:pos:R:3:forces:R:3
Cs -0.04305 -0.04815 -1.03302 0.9 -1.2 0.5
C -1.24365 -0.51203 3.08473 0.2 0.0 0.0
O -1.95250 0.56292 2.49470 -0.1 -0.1 0.1
C -3.19893 0.81748 2.97585 0.0 0.2 -0.4
C -3.62190 0.42165 4.23430 -0.1 -0.1 0.3
C -4.90871 0.71258 4.67829 0.1 0.0 -0.1
C -5.78096 1.39784 3.84949 -0.1 0.0 0.2
C -5.37455 1.77995 2.58207 0.3 0.1 -0.1
C -4.08388 1.50856 2.10962 -0.7 -0.4 1.0
N -3.67112 1.69911 0.80382 0.5 0.3 -0.9
N -4.42444 2.44406 0.10913 -0.2 -0.3 0.7
C -4.13579 2.59970 -1.20740 0.3 0.0 -0.7
C -2.90528 2.15152 -1.82406 -0.5 0.2 0.4
O -1.99067 1.56395 -1.21259 -0.7 0.9 -0.5
C -2.76015 2.43741 -3.24355 0.0 0.0 -0.3
C -3.72840 3.01473 -3.98279 0.1 -0.1 0.1
C -4.96183 3.43865 -3.39334 -0.2 0.0 0.2
C -5.98563 4.01008 -4.16618 0.0 0.0 0.0
C -7.16663 4.42087 -3.59718 -0.1 0.1 -0.1
C -7.34972 4.26691 -2.21562 0.1 0.0 0.0
C -6.36821 3.69793 -1.44050 -0.1 0.1 0.0
C -5.14660 3.25914 -1.99959 0.1 -0.1 0.0
H -1.84437 -1.42631 3.08839 -0.1 0.0 0.0
H -0.93170 -0.28085 4.11021 0.0 0.0 -0.1
H -0.35845 -0.67526 2.47290 0.1 0.0 0.0
H -2.95798 -0.13534 4.88173 0.0 0.0 0.0
H -5.21944 0.38341 5.66217 0.0 0.0 0.0
H -6.78722 1.61738 4.18786 0.0 0.0 0.0
H -6.05959 2.27688 1.90848 0.0 0.0 0.0
H -1.82542 2.12433 -3.69587 0.0 0.0 0.0
H -3.59146 3.16707 -5.04882 0.0 0.0 0.0
H -5.83180 4.11417 -5.23565 0.0 0.0 0.0
H -7.95183 4.85506 -4.20502 0.0 0.0 0.0
H -8.27887 4.59226 -1.76143 0.0 0.0 0.0
H -6.51036 3.56816 -0.37761 0.0 0.0 0.0
O 5.96378 -4.33925 -4.08635 0.0 0.0 0.1
C 4.96084 -3.76848 -3.68866 0.1 0.0 0.0
S 4.50070 -2.13913 -4.13792 -0.2 0.0 0.0
C 2.94309 -2.03378 -3.26357 0.4 -0.6 0.1
C 2.62379 -3.10826 -2.49720 0.7 0.0 -0.3
S 1.26252 -3.34656 -1.48673 -0.4 -0.3 0.4
S 3.79750 -4.46720 -2.57996 -0.3 0.2 0.1
S 2.01580 -0.61803 -3.55247 -0.1 0.6 -0.4
C 0.81797 3.11775 3.15339 0.1 -0.2 -0.2
P 1.25148 2.61394 1.41974 -0.2 0.3 0.6
C 0.26640 3.89476 0.54412 0.0 -0.1 0.1
C 2.96086 3.35127 1.37075 -0.1 -0.1 -0.2
C 3.42477 3.50007 -0.08744 -0.2 -0.1 0.2
P 2.67993 2.14356 -1.12202 0.7 0.2 -0.6
C 3.50963 2.50909 -2.72402 0.0 0.0 0.1
C 3.72874 0.75572 -0.55478 -0.1 -0.1 0.0
H -0.25249 2.96834 3.29682 0.0 0.0 0.1
H 1.06786 4.16334 3.35110 0.0 0.0 0.0
H 1.35963 2.48132 3.85648 0.0 0.0 0.0
H 0.44922 4.90001 0.93262 0.0 0.0 0.0
H -0.78655 3.63135 0.66896 0.0 0.1 0.0
H 0.48863 3.85534 -0.52060 0.0 0.1 0.0
H 3.60387 2.63967 1.89840 0.0 0.0 0.0
H 3.00321 4.30101 1.91388 0.0 0.0 0.0
H 4.51663 3.48161 -0.16675 0.0 0.0 0.0
H 3.07426 4.45504 -0.48956 0.0 0.0 0.0
H 4.58145 2.68838 -2.59866 0.0 0.0 0.0
H 3.03920 3.37418 -3.19669 0.1 0.0 0.0
H 3.35378 1.63677 -3.36269 0.0 0.0 0.0
H 4.77834 1.05858 -0.49515 0.0 0.0 0.1
H 3.61673 -0.05501 -1.27950 0.0 0.0 0.0
H 3.36505 0.40830 0.41499 0.1 -0.1 0.0
O 2.13988 -1.68495 1.97134 -0.3 0.2 -0.1
P 3.25836 -2.40420 2.59382 0.7 -0.1 0.7
N 2.91431 -4.02849 2.79589 0.1 0.2 -0.4
C 1.82335 -4.64599 2.02541 -0.2 -0.1 0.0
C 2.49151 -5.76828 1.24450 0.1 0.0 0.1
C 3.57759 -6.26471 2.20732 -0.1 0.0 0.0
C 3.96397 -5.02411 3.03906 0.0 -0.1 0.1
N 4.77886 -2.37774 1.89581 -0.6 0.1 0.0
C 5.64726 -1.20548 1.99209 0.2 0.0 0.1
C 6.75117 -1.54257 0.99373 -0.1 0.0 -0.1
C 5.99277 -2.19994 -0.17018 0.0 0.0 0.1
C 4.73271 -2.80247 0.47175 0.1 -0.2 -0.2
N 3.58130 -1.74301 4.11106 -0.3 0.0 -0.2
C 2.34497 -1.47548 4.87977 0.0 0.1 0.0
C 2.67915 -1.84167 6.32962 0.1 -0.1 -0.1
C 3.79026 -2.88277 6.17547 0.0 0.1 0.0
C 4.58743 -2.30604 5.00848 0.0 -0.1 0.0
H 1.34882 -3.91469 1.37243 0.0 0.0 0.0
H 1.07707 -5.05608 2.72022 0.0 0.0 0.0
H 2.92009 -5.36481 0.32707 0.0 0.0 0.0
H 1.78532 -6.54999 0.96602 0.0 0.0 0.0
H 4.44045 -6.67824 1.68469 0.0 0.0 0.0
H 3.17430 -7.04296 2.86069 0.0 0.0 0.0
H 4.93556 -4.62987 2.73624 0.0 0.0 0.0
H 4.01954 -5.27984 4.10481 0.0 0.0 0.0
H 6.01941 -1.08867 3.01208 0.0 0.0 0.0
H 5.13734 -0.27937 1.70667 0.0 0.0 0.0
H 7.44320 -2.25700 1.44702 0.0 0.0 0.0
H 7.31305 -0.66202 0.67909 0.0 0.0 0.0
H 6.58345 -2.96194 -0.67699 0.0 0.0 0.0
H 5.71676 -1.45393 -0.91305 -0.1 0.0 -0.1
H 4.73507 -3.89184 0.41767 0.0 0.0 0.0
H 3.82326 -2.45286 -0.02568 0.0 0.0 0.0
H 1.52511 -2.09482 4.50319 0.0 0.0 0.0
H 2.04080 -0.43292 4.76884 0.0 0.0 0.0
H 1.80997 -2.22300 6.86531 0.0 0.1 0.0
H 3.06108 -0.96990 6.86694 0.0 0.0 0.0
H 3.36074 -3.84589 5.88909 0.0 0.0 0.0
H 4.39113 -3.01448 7.07688 0.0 0.0 0.0
H 5.20371 -3.04341 4.49366 0.0 0.0 0.0
H 5.24212 -1.50373 5.37515 0.1 -0.1 0.0
```
Positions in Å, forces in eV/Å.



The lowest maximum force belongs to which entry?
C38H53CsN5O4P3S4



The highest energy above the lowest of the compared OMol25 structures with the same formula, charge and spin belongs to which entry?
C38H53CsN5O4P3S4



The highest energy above the lowest of the compared OMol25 structures with the same formula, charge and spin belongs to which entry?
C38H53CsN5O4P3S4



Which of these has the lowest energy above the lowest of the compared OMol25 structures with the same formula, charge and spin?
C38H53BrClN2NiOP2Si